Molecular formula: C18H11BrCl3N4O2PtSe2
Method: DFT, wB97M-V/def2-TZVPD

charge	+1
E_HOMO	-11.09	eV
relative energy (zero: lowest compared OMol25 entry of this formula, charge and spin)	7.0	kcal/mol
energy	-270442.5215	eV

CARTESIAN COORDINATES (ANGSTROEM)
Pt1 0.0037 0.3764 0.0984
Se1 2.6409 0.2446 -1.7652
Se2 3.7466 0.9576 0.1169
C1 2.4347 2.0423 0.9942
C2 2.9813 3.0309 1.8056
C3 2.1548 3.8791 2.5105
C4 0.7830 3.7523 2.3630
C5 0.3029 2.7613 1.5443
N1 1.1038 1.8998 0.8735
C6 2.2859 -1.5342 -1.1380
C7 2.8543 -2.6265 -1.7693
C8 2.5622 -3.8896 -1.2718
C9 1.7451 -4.0027 -0.1619
C10 1.2308 -2.8453 0.4023
N2 1.4806 -1.6305 -0.0839
H1 4.0569 3.1298 1.8647
H2 2.5749 4.6419 3.1526
H3 0.0910 4.3973 2.8839
H4 -0.7573 2.6090 1.4144
H5 3.5111 -2.4928 -2.6169
H6 2.9843 -4.7704 -1.7378
H7 1.5107 -4.9658 0.2689
H8 0.5923 -2.8838 1.2785
Br1 -0.7742 -1.1278 -3.0033
C11 -1.7781 -1.5208 -1.4687
C12 -2.8527 -2.3821 -1.5916
C13 -3.5580 -2.7310 -0.4524
C14 -3.1526 -2.2352 0.7741
C15 -2.0776 -1.3754 0.8245
N3 -1.4158 -0.9960 -0.2916
C16 -1.5486 -0.8532 2.1492
O1 -2.0122 -1.2848 3.1767
O2 -0.6071 0.0379 2.0399
H9 -3.1128 -2.7735 -2.5635
H10 -4.4027 -3.4032 -0.5260
H11 -3.6308 -2.4970 1.7072
Cl1 -3.9081 3.3556 -1.8252
C17 -2.2295 3.8334 -2.0671
Cl2 -1.7865 5.1468 -0.9769
Cl3 -1.9311 4.2716 -3.7404
C18 -1.3785 2.6757 -1.7274
N4 -0.7179 1.7785 -1.4647

=====

Molecular formula: C5H6N
Method: DFT, wB97M-V/def2-TZVPD

charge	+1
E_HOMO (spin up / spin down)	-13.66 / -12.63	eV
relative energy (zero: lowest compared OMol25 entry of this formula, charge and spin)	150.3	kcal/mol
energy	-6758.6602	eV

CARTESIAN COORDINATES (ANGSTROEM)
C1 0.5448 0.9761 -0.8283
C2 -0.9113 -0.4946 -0.2041
C3 -0.6295 0.2997 -1.3976
C4 -0.8566 -1.7580 1.8379
C5 1.5706 1.6398 -0.5040
N1 -0.7559 -1.0189 0.8276
H1 -0.5393 -0.5112 -2.0580
H2 -1.3288 1.1016 -1.5422
H3 -1.3154 -1.5131 2.8037
H4 -0.1128 -2.6126 1.7038
H5 2.4924 1.9461 -1.0997
H6 1.8418 1.9452 0.4607

=====

Molecular formula: C5H15N2O
Method: DFT, wB97M-V/def2-TZVPD

multiplicity	2
charge	+2
E_HOMO (spin up / spin down)	-18.54 / -18.51	eV
relative energy (zero: lowest compared OMol25 entry of this formula, charge and spin)	71.5	kcal/mol
energy	-10435.4676	eV

CARTESIAN COORDINATES (ANGSTROEM)
C1 -0.5287 1.5854 -2.3907
C2 -0.1688 0.3168 -1.5959
C3 -1.4955 -0.1214 -0.8541
C4 -1.3880 -0.0042 0.6770
N1 0.6811 1.0977 2.4332
C5 0.5968 -0.1752 2.1526
N2 -0.1921 -0.6561 1.2175
H1 -1.3064 1.5411 -3.1567
H2 -0.7563 2.3952 -1.7004
H3 0.3935 1.8007 -2.9784
H4 0.1743 -0.5371 -2.1838
H5 0.7314 0.4751 -1.0011
H6 -2.3566 0.4541 -1.2068
H7 -1.6263 -1.1254 -1.2965
H8 -2.1933 -0.6470 1.0647
H9 -1.5660 1.0176 0.9859
H10 0.3153 1.8845 1.8899
H11 1.3966 1.4711 3.0563
H12 1.1774 -0.8793 2.7292
H13 -0.2222 -1.6609 1.1084
H14 2.7602 -2.3875 -0.6797
H15 2.3693 -1.0456 -1.0017
O1 1.9853 -1.9335 -1.0392

=====

Molecular formula: C5H14N2S
Method: DFT, wB97M-V/def2-TZVPD

charge	0
E_HOMO	-8.47	eV
relative energy (zero: lowest compared OMol25 entry of this formula, charge and spin)	58.6	kcal/mol
energy	-19224.7534	eV
SMILES string	CNCCNCCS

CARTESIAN COORDINATES (ANGSTROEM)
C1 2.0952 0.9507 1.6597
N1 0.7891 1.5903 2.0814
C2 -0.4710 1.0321 1.3881
C3 -0.5638 1.1491 -0.1329
N2 -1.5029 0.1570 -0.6204
C4 -1.0624 -0.7170 -1.6838
C5 -0.3026 -1.9166 -1.2317
S1 -0.8839 -3.4771 -1.9630
H1 2.8864 1.4872 2.3208
H2 2.4232 1.1769 0.5746
H3 2.1073 -0.0727 2.0014
H4 0.7852 2.5227 1.5761
H5 -0.5136 0.0217 1.8654
H6 -1.2501 1.6164 1.9496
H7 -0.9668 2.1612 -0.4387
H8 0.3448 1.0448 -0.7064
H9 -2.3998 0.3277 -0.5033
H10 -2.0199 -0.9503 -2.2184
H11 -0.3938 -0.1654 -2.3717
H12 -0.0294 -1.8796 -0.1164
H13 0.8207 -1.6640 -1.4143
H14 0.1080 -4.3952 -2.0162

=====

Molecular formula: C21H24I2N5O3PTi
Method: DFT, wB97M-V/def2-TZVPD

multiplicity	2
charge	+1
E_HOMO (spin up / spin down)	-10.70 / -10.71	eV
relative energy (zero: lowest compared OMol25 entry of this formula, charge and spin)	8.9	kcal/mol
energy	-84361.3749	eV

CARTESIAN COORDINATES (ANGSTROEM)
Ti1 -0.4039 -0.5336 -0.6476
O1 -1.4948 3.5588 -4.0875
C1 -0.9118 4.1211 -3.0201
C2 -0.5870 5.4755 -3.1131
C3 0.0211 6.1220 -2.0600
C4 0.3262 5.4396 -0.8805
C5 0.0122 4.1050 -0.7793
C6 -0.6066 3.4208 -1.8364
C7 -0.9030 2.0005 -1.6781
O2 -0.5244 1.4000 -0.5587
N1 -1.5153 1.3353 -2.6227
N2 -1.6442 0.0082 -2.2471
C8 -2.6047 -0.6774 -2.7507
C9 -2.9402 -1.9995 -2.2685
C10 -3.7748 -2.8163 -3.0451
C11 -4.1590 -4.0637 -2.6085
C12 -3.7333 -4.5094 -1.3573
C13 -2.9362 -3.7142 -0.5579
C14 -2.5295 -2.4549 -0.9982
O3 -1.7647 -1.6998 -0.1858
H1 -1.6768 2.6170 -3.8919
H2 -0.8296 5.9931 -4.0310
H3 0.2617 7.1731 -2.1512
H4 0.7969 5.9554 -0.0555
H5 0.2286 3.5574 0.1279
H6 -3.2170 -0.2278 -3.5299
H7 -4.1114 -2.4496 -4.0072
H8 -4.7931 -4.6861 -3.2236
H9 -4.0399 -5.4835 -0.9996
H10 -2.6247 -4.0401 0.4259
I1 2.2455 0.2089 -2.1235
C15 2.5451 -1.8457 -2.6027
I2 0.8818 -2.9800 -1.8986
H11 3.4433 -2.1979 -2.1120
H12 2.6027 -1.9488 -3.6787
C16 3.3781 -0.0076 3.4856
N3 3.1476 -1.4040 3.1117
C17 2.2492 -2.0110 4.0956
N4 0.9874 -1.2913 4.2572
C18 1.2796 0.1010 4.5989
N5 2.1488 0.7697 3.6301
C19 1.4806 0.9664 2.3509
P1 0.9898 -0.6514 1.5908
C20 2.6204 -1.5193 1.7586
C21 0.1505 -1.3922 3.0692
H13 4.0187 0.4648 2.7387
H14 3.8997 0.0020 4.4434
H15 2.7612 -2.0172 5.0587
H16 2.0430 -3.0431 3.8072
H17 1.7817 0.1127 5.5671
H18 0.3442 0.6553 4.6874
H19 2.1422 1.5016 1.6652
H20 0.5867 1.5795 2.4850
H21 3.3329 -1.0872 1.0505
H22 2.4963 -2.5747 1.5018
H23 -0.0799 -2.4402 2.8646
H24 -0.7980 -0.8774 3.2365

=====

Molecular formula: C26H33N3O7
Method: DFT, wB97M-V/def2-TZVPD

charge	0
E_HOMO	-8.08	eV
relative energy (zero: lowest compared OMol25 entry of this formula, charge and spin)	41.9	kcal/mol
energy	-46300.2227	eV
SMILES string	CCOC(=O)c1[nH]c(C)c(/C(O)=C2\C(=O)C(=O)N(CCN(C)C)[C@H]2c2cccc(OC)c2OC)c1C

CARTESIAN COORDINATES (ANGSTROEM)
C1 2.8061 -5.3770 5.8691
C2 2.0172 -6.0891 4.7864
O1 1.4411 -5.1023 3.9328
C3 0.7347 -5.5637 2.8938
O2 0.5549 -6.7467 2.6767
C4 0.1927 -4.5197 2.0440
N1 -0.5418 -4.9006 0.9473
C5 -0.9846 -3.8218 0.2847
C6 -1.7687 -3.9239 -0.9725
C7 -0.5046 -2.6938 0.9479
C8 -0.7957 -1.3205 0.5595
O3 -2.1026 -1.0919 0.3450
C9 0.1551 -0.3571 0.4468
C10 1.5945 -0.5291 0.5147
O4 2.2448 -1.5502 0.5709
C11 2.1826 0.8831 0.4867
O5 3.3426 1.2053 0.6168
N2 1.1411 1.7373 0.3398
C12 1.2863 3.1707 0.3473
C13 1.7805 3.7248 -0.9970
N3 1.9937 5.1589 -0.9172
C14 2.9982 5.6139 -1.8558
C15 0.7618 5.9008 -1.0740
C16 -0.1303 1.0926 0.1120
C17 -0.5759 1.2188 -1.3353
C18 0.3420 1.0208 -2.3578
C19 -0.0543 1.1463 -3.6718
C20 -1.3704 1.4500 -3.9764
C21 -2.3180 1.6114 -2.9738
O6 -3.6418 1.8570 -3.2164
C22 -4.0718 1.9932 -4.5493
C23 -1.9103 1.5001 -1.6323
O7 -2.7493 1.5712 -0.5386
C24 -3.9120 2.3766 -0.5760
C25 0.2369 -3.1342 2.0728
C26 0.8959 -2.2929 3.1005
H1 3.2751 -6.1078 6.5215
H2 2.1479 -4.7441 6.4584
H3 3.5742 -4.7541 5.4189
H4 2.6618 -6.7428 4.1877
H5 1.2155 -6.7040 5.2126
H6 -0.6873 -5.8698 0.7085
H7 -2.3374 -4.8511 -0.9899
H8 -1.1022 -3.9126 -1.8361
H9 -2.4512 -3.0835 -1.0568
H10 -2.2870 -0.1674 0.1028
H11 0.3239 3.6079 0.6209
H12 2.0276 3.4314 1.1076
H13 2.7350 3.2412 -1.2121
H14 1.0696 3.4596 -1.7987
H15 3.9325 5.0914 -1.6603
H16 3.1613 6.6807 -1.7080
H17 2.7103 5.4466 -2.9059
H18 0.3003 5.7503 -2.0647
H19 0.0488 5.5964 -0.3106
H20 0.9669 6.9623 -0.9448
H21 -0.8911 1.5357 0.7689
H22 1.3636 0.7767 -2.1114
H23 0.6566 1.0043 -4.4704
H24 -1.6598 1.5375 -5.0107
H25 -3.9095 1.0741 -5.1203
H26 -5.1404 2.1944 -4.4887
H27 -3.5751 2.8297 -5.0505
H28 -4.7158 1.8943 -1.1331
H29 -4.2090 2.4973 0.4659
H30 -3.7028 3.3550 -1.0117
H31 1.9526 -2.1884 2.8547
H32 0.4544 -1.2991 3.1272
H33 0.8202 -2.7607 4.0781

=====

Molecular formula: C4H10NO2
Method: DFT, wB97M-V/def2-TZVPD

charge	-1
E_HOMO	-2.67	eV
relative energy (zero: lowest compared OMol25 entry of this formula, charge and spin)	49.9	kcal/mol
energy	-9895.2800	eV

CARTESIAN COORDINATES (ANGSTROEM)
C1 -0.3252 1.4946 0.9809
O1 -1.3904 0.6344 0.5937
C2 -0.0380 1.1818 2.4191
H1 -0.6839 2.5504 0.9130
H2 0.5165 1.1786 0.3172
H3 0.7746 1.8740 2.7320
H4 0.2630 0.1024 2.4819
H5 -0.8708 1.3255 3.1298
C3 -0.7439 -0.7965 -1.8760
C4 0.5497 -0.8808 -1.3613
N1 1.1419 -2.1761 -1.1623
O2 1.3506 0.0501 -1.2212
H6 -1.1735 -1.7716 -2.0630
H7 -1.0625 -0.0162 -2.5773
H8 -1.2898 0.1781 -0.2569
H9 0.8358 -2.8639 -1.8458
H10 2.1460 -2.0648 -1.2038

=====

Among the records above, which one has the lowest energy? C18H11BrCl3N4O2PtSe2

=====

Which of these has the lowest charge? C4H10NO2

=====

Which of these has the lowest energy? C18H11BrCl3N4O2PtSe2